45
Properties=species:S:1:pos:R:3:forces:R:3 method="wB97M-V/def2-TZVPD" fmax_ev_per_a=6.0 spin_multiplicity=4 e_homo_ev="-19.8 / -20.1" homo_lumo_gap_ev="6.8 / 6.3" charge=+3
Re -0.4143 0.1678 0.9234 -1.947 -1.829 4.941
P 1.7466 -0.3905 0.8770 4.683 -0.577 -1.360
C 2.0521 -0.6257 -0.9065 -1.236 -3.308 0.262
C 0.9052 -1.3106 -1.5083 1.030 0.318 0.474
N -0.3117 -1.0132 -0.9529 -0.639 1.511 -0.020
C -1.4504 -1.3504 -1.6079 0.158 0.135 0.933
C -1.4175 -2.2812 -2.6458 0.394 -0.089 -0.605
C -0.1889 -2.6952 -3.1530 -0.451 -0.462 -0.036
C 0.9793 -2.1947 -2.5979 0.676 0.402 0.174
C -2.7215 -0.6856 -1.1607 0.500 0.228 0.535
P -2.2211 0.8372 -0.1731 -3.967 0.317 -4.494
H 1.9796 -2.4536 -2.9490 -0.403 -0.019 -0.202
H -2.3659 -2.6198 -3.0497 0.175 -0.036 -0.162
H -0.1387 -3.4057 -3.9743 -0.050 0.096 0.099
H -3.3375 -0.3809 -2.0177 0.097 -0.260 0.164
H -3.3180 -1.3434 -0.5082 0.104 0.097 -0.224
H 2.0948 0.6600 -1.3974 0.347 1.979 -0.348
H 3.0300 -1.0669 -1.1147 0.043 0.365 -0.383
H 1.4818 2.3046 -0.7719 0.668 0.067 -0.907
O 2.2129 1.8175 -1.5212 -0.764 -0.735 0.219
H 1.8902 2.0586 -2.4098 0.348 0.021 -0.053
H 0.2118 1.9832 0.5094 0.992 3.181 -1.512
O 0.5666 2.8577 -0.0963 -0.896 -1.903 2.037
H 0.8739 3.5340 0.5450 -0.107 -0.109 -0.126
C -2.2657 2.1205 -1.4683 0.588 0.090 0.382
H -3.2435 2.0753 -1.9684 0.263 0.040 0.199
H -2.1218 3.0928 -0.9797 -0.086 -0.096 -0.328
H -1.4605 1.9486 -2.1959 -0.259 0.138 0.119
C -3.7120 1.1572 0.8092 0.602 0.023 1.146
H -3.5295 2.0715 1.3879 -0.301 -0.172 -0.008
H -4.5724 1.2918 0.1399 0.337 -0.076 -0.057
H -3.8823 0.3155 1.4942 -0.118 0.303 -0.077
C 2.1424 -1.9783 1.6587 -0.773 -0.412 0.011
H 3.2236 -2.1446 1.5673 -0.233 0.100 0.046
H 1.8374 -1.9362 2.7151 0.197 -0.096 -0.221
H 1.5910 -2.7799 1.1524 0.125 0.028 0.232
C 3.1504 0.6298 1.4095 -0.673 0.630 0.150
H 2.9636 0.9180 2.4525 0.308 0.039 -0.193
H 4.0518 0.0068 1.3436 -0.202 0.161 0.003
H 3.2533 1.5161 0.7690 0.112 -0.186 0.326
F -0.9269 0.3403 2.7281 0.346 0.137 -1.326
B 0.3096 -0.2454 4.6299 -0.208 -0.187 1.871
F 1.4116 0.4350 4.2401 -0.977 -0.575 -0.225
F -0.5760 0.3203 5.4551 1.076 -0.638 -1.314
F 0.2168 -1.5580 4.3216 0.121 1.355 -0.141

=====

14
Properties=species:S:1:pos:R:3:forces:R:3 method="wB97M-V/def2-TZVPD" fmax_ev_per_a=4.4 e_homo_ev="-13.9 / -14.5" homo_lumo_gap_ev="7.2 / 8.8" charge=+1 relative_energy_ev=5.605
C -0.6431 -0.6665 -1.8578 1.123 3.791 2.016
C -0.2491 1.4751 0.6694 -0.882 0.762 2.804
C -0.1297 -0.9324 0.6560 -0.216 -2.511 -1.372
N 1.7582 0.4046 0.8340 0.558 0.725 -0.560
N 0.5036 0.2710 0.7024 1.682 -2.029 0.118
Cl 0.8514 -2.4050 0.7477 -0.848 1.565 -0.017
H 0.3144 -0.3509 -2.1870 0.935 -0.282 -0.436
H -1.2049 0.2216 -1.5678 -0.751 -0.836 -0.354
H -0.9123 -1.6364 -1.8947 -1.330 -2.848 -0.299
H 0.2102 2.1114 1.4371 -0.065 0.210 -0.680
H -1.2014 1.2081 1.0667 -1.011 0.026 0.178
H -0.4019 1.9360 -0.2591 0.460 0.443 -1.448
H -1.1950 -1.1670 0.8967 1.043 1.060 -0.234
H 2.2996 -0.4695 0.7563 -0.698 -0.076 0.285

=====

91
Properties=species:S:1:pos:R:3:forces:R:3 method="wB97M-V/def2-TZVPD" fmax_ev_per_a=0.2 e_homo_ev=-15.6 homo_lumo_gap_ev=6.1 charge=+3 relative_energy_ev=0.067
Zr 0.5602 0.3755 -0.0186 0.027 -0.207 -0.080
C -0.9885 -3.4660 2.4865 0.010 -0.009 -0.030
N -0.4653 -2.3377 1.6984 -0.048 0.033 0.020
P 0.0181 -0.8420 2.2791 0.016 -0.008 0.004
C 0.8052 -0.9824 3.8603 -0.003 0.018 0.042
C 2.1295 -1.4316 3.9090 0.005 -0.011 -0.019
C 2.7474 -1.5918 5.1360 0.001 -0.005 0.002
C 2.0526 -1.2974 6.3048 0.000 -0.002 -0.009
C 0.7407 -0.8425 6.2560 0.014 -0.007 0.011
C 0.1093 -0.6811 5.0336 -0.007 0.003 0.004
C -1.3963 0.2744 2.3549 0.039 0.094 -0.005
C -2.7319 -0.1268 2.3362 -0.050 0.014 -0.012
C -3.7315 0.8306 2.2655 0.031 0.086 -0.001
C -3.4100 2.1858 2.1874 0.013 -0.078 -0.001
C -2.0835 2.5935 2.1815 -0.068 -0.006 0.022
C -1.0781 1.6388 2.2616 0.011 -0.095 0.002
P -0.6388 -2.1371 0.0222 -0.065 0.053 -0.026
C -2.3586 -2.2914 -0.4569 0.040 -0.019 0.040
C -3.0053 -3.5282 -0.3647 -0.012 0.004 -0.015
C -4.3533 -3.6245 -0.6693 0.013 0.024 -0.003
C -5.0550 -2.4952 -1.0769 -0.002 -0.015 0.003
C -4.4165 -1.2660 -1.1785 -0.011 0.006 -0.003
C -3.0713 -1.1621 -0.8633 0.033 -0.072 0.005
C 0.2873 -3.4546 -0.7583 0.035 -0.049 -0.032
C -0.1309 -3.9928 -1.9785 -0.024 0.024 0.034
C 0.6515 -4.9452 -2.6125 0.006 0.002 -0.001
C 1.8467 -5.3568 -2.0375 0.012 -0.007 0.008
C 2.2700 -4.8172 -0.8283 -0.006 -0.018 -0.026
C 1.4978 -3.8618 -0.1902 -0.011 0.035 0.008
H -0.5969 -3.4040 3.5005 0.008 0.009 0.000
H -0.6454 -4.3993 2.0416 -0.002 -0.005 0.009
H -2.0785 -3.4594 2.5200 0.001 -0.003 0.003
H 2.6716 -1.6564 2.9965 -0.006 0.006 -0.007
H 3.7694 -1.9418 5.1849 0.000 0.002 0.007
H 2.5397 -1.4219 7.2627 0.003 0.000 -0.002
H 0.2113 -0.6171 7.1715 -0.007 0.002 -0.006
H -0.9139 -0.3271 4.9953 0.003 0.002 -0.003
H -2.9917 -1.1769 2.3847 0.006 0.003 0.001
H -4.7695 0.5256 2.2784 0.003 -0.005 -0.001
H -4.2025 2.9210 2.1430 0.005 0.006 0.001
H -1.8338 3.6459 2.1443 -0.003 0.000 0.001
H -0.0404 1.9596 2.3464 0.060 0.043 0.014
H -2.4552 -4.4141 -0.0703 -0.006 -0.010 -0.001
H -4.8568 -4.5789 -0.5978 0.005 -0.002 0.002
H -6.1056 -2.5780 -1.3221 0.001 0.006 -0.001
H -4.9688 -0.3943 -1.5033 0.000 -0.002 -0.001
H -2.5783 -0.1978 -0.9332 0.020 0.057 -0.011
H -1.0718 -3.6863 -2.4191 -0.002 -0.009 -0.013
H 0.3234 -5.3770 -3.5482 -0.005 0.004 -0.001
H 2.4492 -6.1083 -2.5300 -0.001 0.002 -0.003
H 3.1986 -5.1487 -0.3842 -0.001 0.009 0.010
H 1.8277 -3.4443 0.7539 0.005 -0.002 0.007
O 2.3619 -0.2216 -0.2663 -0.122 0.058 0.019
C 2.8388 0.7477 -1.2564 -0.015 0.026 0.002
C 1.8193 0.5981 -2.4010 0.012 0.000 0.018
C 0.9667 -0.4921 -2.5250 0.019 0.025 -0.047
C 0.0878 -0.3718 -3.6423 0.007 0.007 0.011
C 0.3076 0.7729 -4.3389 0.008 0.004 0.000
S 1.5556 1.7252 -3.6532 -0.021 -0.014 -0.004
C 2.6552 2.0877 -0.5288 -0.003 -0.016 0.049
C 2.3060 2.2048 0.8088 0.029 0.039 0.005
C 2.1313 3.5589 1.2160 0.021 -0.003 -0.018
C 2.3646 4.4262 0.1959 -0.014 -0.008 0.008
S 2.7847 3.6235 -1.2557 0.001 0.025 0.001
C 4.2414 0.4933 -1.6788 -0.005 0.002 -0.008
C 5.3773 1.0560 -1.1668 0.006 -0.002 -0.001
C 6.5507 0.5253 -1.7557 -0.004 -0.001 -0.007
C 6.2738 -0.4242 -2.6932 0.010 0.002 0.002
S 4.6000 -0.6862 -2.8774 -0.001 -0.007 -0.003
H 1.1327 -1.4273 -2.0010 0.007 0.009 0.011
H -0.6301 -1.1250 -3.9328 0.003 -0.001 0.003
H -0.1785 1.1059 -5.2435 0.002 0.001 0.001
H 2.3860 1.3784 1.5179 -0.004 0.003 0.001
H 1.9024 3.8674 2.2260 0.002 0.000 -0.002
H 2.3465 5.5052 0.2226 0.000 -0.001 -0.003
H 5.3821 1.8191 -0.4003 0.000 -0.002 0.001
H 7.5524 0.8369 -1.5019 0.000 0.002 0.000
H 6.9723 -0.9813 -3.2975 0.000 0.001 0.001
N -0.5981 2.0507 -0.9431 -0.051 -0.040 0.068
C -1.1371 2.9553 -1.4176 0.031 -0.015 -0.043
C -1.7973 4.0569 -2.0045 -0.027 0.025 -0.018
C -2.4263 3.8922 -3.2464 0.005 -0.019 -0.006
C -3.0730 4.9725 -3.8117 -0.004 0.015 0.003
C -3.0899 6.1962 -3.1489 0.009 -0.011 0.002
C -2.4632 6.3547 -1.9160 -0.010 0.011 -0.018
C -1.8123 5.2870 -1.3323 0.015 -0.012 0.023
H -2.4061 2.9324 -3.7457 0.001 0.000 0.002
H -3.5663 4.8677 -4.7679 0.002 -0.004 0.000
H -3.5986 7.0381 -3.5994 0.001 0.001 0.001
H -2.4863 7.3132 -1.4165 0.004 -0.002 0.004
H -1.3175 5.3932 -0.3758 -0.001 0.001 -0.001

=====

19
Properties=species:S:1:pos:R:3:forces:R:3 method="wB97M-V/def2-TZVPD" fmax_ev_per_a=2.4 e_homo_ev="-10.0 / -10.1" homo_lumo_gap_ev="9.3 / 7.4" charge=0 relative_energy_ev=3.582
C 0.6133 -2.4439 -1.4175 -1.227 -0.341 -0.490
C 0.6686 2.3215 1.5348 -0.189 0.194 1.076
N 1.7640 -2.0008 -0.7705 0.966 1.145 0.557
N -0.7977 0.7988 -1.0808 0.865 -0.391 0.954
N -0.9115 -0.3916 1.3182 -0.427 0.331 -0.954
O 1.1343 2.1628 0.2099 0.419 -0.569 -0.478
F 1.3748 1.5332 -2.0333 -0.007 -0.851 0.829
F -2.7144 -0.8282 -0.6533 1.048 0.534 0.735
F -2.8475 1.2574 0.3706 1.247 -0.822 0.027
P 0.7587 0.9134 -0.6999 -0.397 1.381 -1.889
P -1.6921 0.1626 0.0981 -2.241 -0.067 -0.439
H 0.7780 -2.4579 -2.4960 -0.157 -0.094 0.036
H -0.2697 -1.8005 -1.2089 0.337 -0.241 -0.089
H 0.2931 -3.4346 -1.0597 0.073 -0.018 -0.093
H -0.3659 2.6747 1.5311 0.102 -0.020 -0.041
H 1.3147 3.0644 2.0061 -0.120 -0.073 -0.111
H 0.7140 1.3833 2.0891 0.001 0.119 -0.051
H 1.6588 -2.0717 0.2420 -0.225 -0.056 0.064
H -1.4735 -0.8428 2.0199 -0.068 -0.161 0.358

=====

DFT total energy (computed, hartree): -1822.48700 -688.35647 -3845.26735 -1302.85417